No. 1
C6H9N | ωB97M-V/def2-TZVPD

Each line ends with the Löwdin charge.
CARTESIAN COORDINATES (ANGSTROEM)
C  1.388  -0.108  1.446  -0.06
C  0.356  -0.541  0.425  -0.24
C  0.653  -1.551  -0.596  -0.06
C  -0.239  -1.378  -1.599  -0.14
N  -0.945  -0.214  -1.368  0.04
C  -0.554  0.305  -0.146  -0.29
C  -1.190  1.607  0.320  -0.01
H  1.554  0.972  1.487  0.07
H  1.040  -0.373  2.448  0.07
H  2.352  -0.561  1.227  0.07
H  1.466  -2.222  -0.397  0.09
H  -0.245  -1.828  -2.576  0.10
H  -1.756  0.152  -1.835  0.14
H  -0.364  2.308  0.458  0.07
H  -1.749  1.483  1.239  0.08
H  -1.768  1.948  -0.532  0.07

highest occupied orbital energy = -7.93 eV
net charge = 0
gap between HOMO and LUMO = 8.980 eV
molecular weight = 95.14 g mol⁻¹
energy above the lowest of the compared OMol25 structures with the same formula, charge and spin = 14.7 kcal/mol
total energy = -288.75858 hartree



No. 2
C6H9N | ωB97M-V/def2-TZVPD

Each line ends with the Löwdin charge.
CARTESIAN COORDINATES (ANGSTROEM)
C  -0.835  1.862  -1.240  0.12
C  -0.473  0.791  -0.551  -0.38
C  0.328  -0.332  -1.014  0.00
C  0.541  -1.132  0.049  -0.26
C  1.295  -2.413  0.134  -0.05
C  -0.180  -0.488  1.150  -0.09
N  -0.765  0.614  0.816  0.06
H  -1.221  2.759  -0.797  0.04
H  -0.719  1.997  -2.300  0.07
H  0.707  -0.445  -2.017  0.12
H  0.673  -3.245  0.475  0.08
H  2.132  -2.344  0.832  0.08
H  1.702  -2.691  -0.836  0.08
H  -0.268  -0.895  2.154  0.12
H  -1.557  3.348  1.558  0.03
H  -1.360  2.614  1.587  0.00

highest occupied orbital energy = -9.30 eV
net charge = 0
gap between HOMO and LUMO = 9.104 eV
molecular weight = 95.14 g mol⁻¹
energy above the lowest of the compared OMol25 structures with the same formula, charge and spin = 53.6 kcal/mol
total energy = -288.69666 hartree



No. 3
C6H9N | ωB97M-V/def2-TZVPD

Each line ends with the Löwdin charge.
CARTESIAN COORDINATES (ANGSTROEM)
C  -1.750  -0.350  -0.831  -0.03
C  0.808  -1.409  1.289  -0.02
C  -0.830  0.369  0.115  -0.46
C  0.455  -0.175  0.552  -0.23
C  1.938  1.278  -1.026  0.04
N  -1.188  1.268  1.027  0.12
C  1.015  0.631  -0.348  -0.08
H  -1.775  2.010  0.634  0.04
H  -1.205  -0.730  -1.696  0.08
H  -2.227  -1.195  -0.330  0.08
H  -2.530  0.321  -1.196  0.08
H  0.376  -1.352  2.290  0.09
H  0.370  -2.283  0.800  0.09
H  1.888  -1.527  1.355  0.08
H  1.906  1.347  -2.105  0.05
H  2.749  1.797  -0.532  0.06

highest occupied orbital energy = -8.53 eV
net charge = 0
gap between HOMO and LUMO = 8.782 eV
molecular weight = 95.14 g mol⁻¹
energy above the lowest of the compared OMol25 structures with the same formula, charge and spin = 102.3 kcal/mol
total energy = -288.61901 hartree